{
  "formula": "C33H68AuN7SbSi5",
  "method": "ωB97M-V/def2-TZVPD",
  "de_lowest_kcal_mol": 23.9,
  "orbital_gap_ev": [5.2, 5.2],
  "spin_multiplicity": 1,
  "e_tot_ha": -3504.77434,
  "total_charge": 1,
  "lumo_energy_ev": [-4.046, -4.047],
  "elements": ["Au", "C", "N", "C", "C", "N", "N", "C", "N", "N", "H", "H", "H", "H", "H", "H", "H", "H", "H", "H", "H", "C", "Sb", "C", "C", "C", "C", "C", "C", "N", "Si", "C", "C", "C", "C", "C", "C", "C", "C", "C", "N", "Si", "C", "C", "C", "Si", "C", "C", "C", "H", "H", "H", "H", "H", "H", "H", "H", "H", "H", "H", "H", "H", "H", "H", "H", "H", "H", "H", "H", "H", "H", "H", "H", "H", "H", "H", "H", "H", "H", "H", "H", "H", "H", "H", "H", "H", "H", "C", "Si", "C", "C", "C", "Si", "C", "C", "C", "H", "H", "H", "H", "H", "H", "H", "H", "H", "H", "H", "H", "H", "H", "H", "H", "H", "H", "H"],
  "coordinates": [[0.0749, -0.1101, -0.4795], [5.1053, 0.2138, -0.6556], [4.3552, 1.4530, -0.6652], [5.1277, 2.6700, -0.5156], [2.9950, 1.4218, -0.6382], [2.3007, 0.3578, -0.4681], [2.3911, 2.6429, -0.8589], [1.0770, 2.9954, -0.6460], [0.7809, 4.2618, -1.0718], [0.2695, 2.2304, -0.0243], [6.1178, 0.4190, -0.9924], [4.6727, -0.5065, -1.3490], [5.1491, -0.2275, 0.3450], [6.0677, 2.4249, -0.0212], [4.6049, 3.3954, 0.1090], [5.3605, 3.1200, -1.4868], [2.8305, -0.4798, -0.2956], [2.9955, 3.3813, -1.1866], [1.3682, 4.7052, -1.7578], [-0.1968, 4.4938, -1.1341], [-0.6551, 2.6226, 0.0840], [-4.3990, -1.1847, 1.6035], [-2.2754, -1.6886, 1.3779], [-2.0297, 0.1462, 0.0377], [-2.4513, 1.2367, 0.8594], [-2.3440, 1.4709, 2.2431], [-2.8956, 2.6073, 2.7879], [-3.5409, 3.5309, 1.9663], [-3.6129, 3.2386, 0.6163], [-3.1022, 2.1409, 0.1013], [-2.7976, 0.7295, -1.6892], [-2.1758, -0.4532, -3.0728], [-2.0900, 2.3414, -2.4799], [-4.7034, 0.6415, -1.7822], [-1.6930, -2.1990, 3.7011], [-0.7788, -1.0773, 3.8628], [-0.5046, -0.4461, 5.0807], [0.3907, 0.6035, 5.1065], [1.0254, 0.9869, 3.9318], [0.7233, 0.2947, 2.7757], [-0.1578, -0.6915, 2.7409], [-3.2363, -2.2874, 4.8381], [-2.8457, -2.9629, 6.5804], [-4.4572, -3.5551, 4.1023], [-3.9906, -0.5460, 5.0610], [-0.5219, -3.7443, 3.8133], [-1.4870, -5.3803, 3.8038], [0.7854, -3.7631, 2.4367], [0.4806, -3.5378, 5.4263], [-4.8827, -1.5467, 0.7004], [-4.5098, -0.1042, 1.6405], [-4.8743, -1.6338, 2.4663], [-1.8462, 0.7647, 2.8802], [-2.8378, 2.7874, 3.8516], [-3.9956, 4.4180, 2.3714], [-4.1196, 3.8962, -0.0766], [-1.1134, -0.6593, -2.9839], [-2.3342, 0.0350, -4.0301], [-2.7011, -1.3945, -3.1161], [-1.0092, 2.2786, -2.5430], [-2.3561, 3.2562, -1.9659], [-2.4587, 2.4264, -3.4956], [-5.0445, -0.3872, -1.7949], [-5.0250, 1.0936, -2.7127], [-5.2090, 1.1586, -0.9762], [-0.9854, -0.7798, 5.9844], [0.5881, 1.1339, 6.0260], [1.7152, 1.8156, 3.9143], [1.1573, 0.5587, 1.8220], [-2.3005, -3.8980, 6.5307], [-3.7791, -3.1570, 7.0988], [-2.2744, -2.2741, 7.1922], [-4.3170, -4.5222, 4.5692], [-4.3332, -3.6957, 3.0321], [-5.4853, -3.2604, 4.2892], [-3.2666, 0.1451, 5.4822], [-4.8305, -0.5924, 5.7487], [-4.3458, -0.1081, 4.1344], [-2.2176, -5.4273, 3.0046], [-2.0002, -5.5588, 4.7405], [-0.7892, -6.1976, 3.6589], [0.4361, -4.2696, 1.5443], [1.6726, -4.2846, 2.7808], [1.0851, -2.7563, 2.1664], [-0.1306, -3.3009, 6.2874], [1.2105, -2.7421, 5.3129], [1.0243, -4.4492, 5.6507], [-3.0944, -3.1442, -1.3801], [-1.2202, -3.5266, -1.5899], [-1.1591, -5.2472, -0.7344], [-0.9586, -3.7966, -3.4628], [0.1533, -2.4534, -0.7926], [1.8989, -3.0176, -1.3057], [2.1757, -4.8688, -1.7136], [2.4403, -2.0781, -2.8797], [3.1555, -2.7916, 0.1392], [-3.6350, -3.4286, -2.2791], [-3.3065, -2.0982, -1.2002], [-3.5159, -3.7196, -0.5591], [-1.7856, -5.9508, -1.2732], [-1.5306, -5.1855, 0.2851], [-0.1631, -5.6654, -0.6995], [-1.8197, -4.3084, -3.8828], [-0.0894, -4.4111, -3.6654], [-0.8302, -2.8668, -4.0029], [0.0780, -2.6095, 0.2838], [1.4659, -5.2505, -2.4367], [2.1080, -5.4897, -0.8256], [3.1695, -5.0129, -2.1290], [1.8829, -2.4384, -3.7367], [3.4928, -2.2441, -3.0894], [2.2683, -1.0106, -2.8045], [3.1764, -3.6904, 0.7485], [2.9214, -1.9712, 0.8122], [4.1643, -2.6452, -0.2377]],
  "lowdin_charge": [0.983, -0.032, -0.144, -0.040, -0.403, 0.074, 0.158, -0.485, 0.180, 0.117, 0.099, 0.081, 0.106, 0.099, 0.095, 0.102, -0.004, 0.133, 0.112, 0.106, 0.053, -0.273, 1.518, -0.468, -0.498, -0.045, -0.035, -0.036, -0.114, -0.004, 0.473, -0.208, -0.174, -0.149, -0.483, -0.515, -0.041, -0.040, -0.055, -0.161, -0.014, 0.505, -0.177, -0.179, -0.157, 0.527, -0.163, -0.173, -0.154, 0.004, 0.000, -0.027, 0.071, 0.116, 0.106, 0.122, -0.006, 0.034, -0.003, 0.004, 0.004, 0.031, 0.020, 0.031, 0.019, 0.101, 0.114, 0.101, 0.055, 0.012, 0.034, 0.022, 0.025, 0.012, 0.036, 0.019, 0.035, 0.005, 0.022, 0.020, 0.032, 0.012, 0.042, 0.001, 0.011, 0.031, 0.036, -0.249, 0.456, -0.162, -0.175, -0.401, 0.473, -0.172, -0.182, -0.186, 0.041, -0.050, 0.015, 0.041, 0.014, 0.001, 0.035, 0.009, 0.015, -0.107, 0.010, 0.027, 0.039, 0.024, 0.027, -0.002, 0.026, 0.007, 0.025]
}